No. 1
13
Properties=species:S:1:pos:R:3 method="wB97M-V/def2-TZVPD" homo_energy_ev=-9.48 max_force_ev_per_a=0.55 charge=0 energy_ev=-7798.57537 e_lumo_ev=0.9
C -1.7427 0.3667 -0.0812
N -0.3388 0.2543 -0.4005
C 0.3571 -1.0009 -0.1371
C 1.6512 -0.2009 0.1007
C 0.7365 1.0317 0.0140
O 0.8469 2.2078 0.2501
H -1.9316 -0.2092 0.8370
H -2.0351 1.4048 0.0859
H -2.3533 -0.0670 -0.8812
H 0.3303 -1.7230 -0.9587
H -0.0428 -1.4584 0.7773
H 2.1171 -0.3379 1.0797
H 2.4052 -0.2680 -0.6859


No. 2
20
Properties=species:S:1:pos:R:3 method="wB97M-V/def2-TZVPD" homo_energy_ev=-7.44 max_force_ev_per_a=3.48 charge=0 energy_ev=-10400.38418 e_lumo_ev=-2.0
C -0.9100 -1.3042 1.9531
C -1.1120 -0.9032 0.5054
N -0.9327 0.4283 0.1283
C -0.5224 0.5529 -1.2519
C -0.2333 1.3066 0.9698
C 2.1977 0.5814 -0.3450
N 2.4089 0.5987 -1.6804
O -1.4432 -1.7337 -0.3089
H -1.5005 -0.6383 2.5851
H 0.1393 -1.2013 2.2189
H -1.3052 -2.3036 2.0826
H 0.3079 -0.0887 -1.5053
H -1.3425 0.2825 -1.9152
H -0.2636 1.5893 -1.4383
H -0.7827 1.5433 1.8777
H -0.1225 2.1985 0.3629
H 3.0971 0.5062 0.2740
H 1.2888 1.2841 0.0096
H 2.7105 1.5172 -2.0007
H 1.3399 -0.0162 0.0245


No. 3
18
Properties=species:S:1:pos:R:3 method="wB97M-V/def2-TZVPD" homo_energy_ev=-9.93 max_force_ev_per_a=1.80 charge=0 energy_ev=-11385.93442 e_lumo_ev=0.7
C -2.1716 -0.1713 -1.3258
C -1.7401 0.6377 -0.1268
N -1.7281 -0.0578 1.0540
O -1.4314 1.8330 -0.2005
H -3.0890 -0.7883 -1.0933
H -1.3868 -0.8587 -1.6277
H -2.3883 0.4832 -2.1215
H -1.3485 -1.0063 1.0209
H -1.4597 0.4738 1.8528
C 1.8840 0.3837 0.5823
N 1.6397 -0.2259 -0.6119
C 1.6075 -1.6801 -0.7255
O 1.9954 -0.2091 1.6520
H 1.9994 1.4936 0.5082
H 1.4695 0.3365 -1.4031
H 2.4159 -2.0893 -0.1185
H 1.7809 -1.9667 -1.7507
H 0.6353 -2.1028 -0.3977